Below is a structure of composition C26H24Br4N4O4PdS, with properties calculated with ωB97M-V/def2-TZVPD.

Each line ends with the natural charge from an NBO analysis.
Cartesian coordinates (Å):
Pd (0.29, 0.09, 0.64)  0.99
C (2.78, -7.35, 3.25)  -0.64
C (2.60, -5.87, 3.15)  0.04
C (3.31, -4.99, 3.97)  -0.20
C (3.16, -3.62, 3.87)  -0.20
C (2.26, -3.11, 2.94)  -0.32
C (1.55, -3.96, 2.09)  -0.21
C (1.72, -5.32, 2.20)  -0.21
S (2.05, -1.37, 2.86)  2.34
O (3.23, -0.77, 3.39)  -0.90
O (0.78, -1.02, 3.49)  -1.06
N (1.79, -1.03, 1.30)  -0.91
C (2.92, -1.01, 0.43)  0.11
C (4.06, -1.76, 0.54)  -0.20
C (5.10, -1.60, -0.41)  -0.16
C (5.01, -0.71, -1.44)  -0.18
C (3.85, 0.09, -1.57)  -0.09
C (3.66, 1.08, -2.56)  -0.07
C (2.51, 1.83, -2.57)  -0.26
C (1.53, 1.59, -1.60)  0.08
N (1.67, 0.66, -0.67)  -0.41
C (2.82, -0.08, -0.63)  0.20
H (3.50, -7.62, 4.01)  0.23
H (3.12, -7.76, 2.30)  0.24
H (1.84, -7.84, 3.49)  0.23
H (4.01, -5.40, 4.70)  0.23
H (3.73, -2.95, 4.50)  0.25
H (0.91, -3.55, 1.31)  0.22
H (1.19, -5.99, 1.53)  0.23
H (4.19, -2.47, 1.35)  0.24
H (5.99, -2.20, -0.30)  0.24
H (5.81, -0.59, -2.15)  0.24
H (4.43, 1.24, -3.30)  0.25
H (2.35, 2.60, -3.30)  0.25
H (0.63, 2.19, -1.57)  0.21
Br (-5.06, 3.19, -3.02)  0.28
C (-3.71, 2.01, -2.58)  -0.10
C (-3.40, 0.90, -3.55)  -0.12
Br (-4.32, 0.85, -5.16)  0.25
C (-2.49, -0.05, -3.27)  -0.24
Br (-2.05, -1.48, -4.37)  0.22
C (-1.77, 0.01, -1.99)  0.45
O (-1.01, -0.83, -1.57)  -0.45
C (-1.98, 1.24, -1.09)  0.43
O (-1.25, 1.38, -0.11)  -0.56
C (-3.04, 2.17, -1.41)  -0.19
Br (-3.34, 3.54, -0.19)  0.16
N (-1.83, -0.83, 4.76)  -0.52
C (-2.37, -1.91, 3.87)  -0.24
C (-1.80, -1.73, 2.47)  -0.26
N (-1.83, -0.35, 1.94)  -0.64
C (-1.69, 0.77, 2.91)  -0.26
C (-2.32, 0.50, 4.27)  -0.24
H (-0.79, -0.85, 4.68)  0.48
H (-2.09, -0.99, 5.73)  0.44
H (-3.46, -1.80, 3.90)  0.22
H (-2.10, -2.87, 4.28)  0.25
H (-2.37, -2.36, 1.79)  0.24
H (-0.78, -2.10, 2.46)  0.25
H (-2.72, -0.23, 1.46)  0.39
H (-2.16, 1.65, 2.47)  0.25
H (-0.65, 0.99, 3.06)  0.23
H (-3.41, 0.41, 4.22)  0.22
H (-2.05, 1.26, 4.99)  0.25

Properties
- Total charge: +2
- Largest force on an atom: 0.87 eV/A
- E_HOMO: -13.1 eV
- Relative energy (zero: lowest compared OMol25 entry of this formula, charge and spin): 0.00 kcal per mole

***

Below is a structure of composition C26H24CeF5NO2P2 in a non-equilibrium geometry, with properties calculated with ωB97M-V/def2-TZVPD.

Each line ends with the Löwdin spin population.
Cartesian coordinates (Å):
C (-3.04, -3.15, 0.92)  0.00
C (-1.97, -2.55, 0.26)  0.00
C (-2.25, -1.37, -0.48)  0.00
C (-3.55, -0.92, -0.68)  0.00
C (-4.60, -1.55, -0.02)  0.00
C (-4.34, -2.65, 0.80)  0.00
C (-3.74, 0.38, -1.46)  0.00
C (-2.64, 0.57, -2.50)  0.00
C (-1.39, 0.06, -2.21)  0.00
C (-0.30, 0.16, -3.11)  0.00
C (-0.50, 0.94, -4.25)  0.00
C (-1.73, 1.55, -4.50)  0.00
C (-2.81, 1.36, -3.64)  0.00
H (-2.85, -4.04, 1.54)  0.00
H (-5.61, -1.15, -0.14)  0.00
H (-5.16, -3.14, 1.32)  0.00
H (-4.70, 0.35, -1.97)  0.00
H (0.34, 1.06, -4.95)  0.00
H (-1.85, 2.18, -5.39)  0.00
H (-3.78, 1.82, -3.82)  0.00
N (-1.20, -0.51, -0.92)  -0.01
Ce (-0.20, 0.32, 0.77)  1.02
C (-0.56, -3.12, 0.34)  0.00
H (-0.08, -3.10, -0.65)  0.00
H (-0.60, -4.16, 0.70)  0.00
C (1.00, -0.55, -2.81)  0.00
H (0.83, -1.64, -2.73)  0.00
H (1.73, -0.35, -3.61)  0.00
P (0.59, -2.24, 1.53)  0.00
P (1.79, -0.04, -1.22)  0.00
C (2.22, 1.68, -1.64)  0.00
H (2.73, 2.14, -0.78)  0.00
H (2.89, 1.67, -2.51)  0.00
H (1.33, 2.27, -1.87)  0.00
C (3.41, -0.85, -1.34)  0.00
H (3.88, -0.63, -2.31)  0.00
H (4.05, -0.46, -0.53)  0.00
H (3.30, -1.93, -1.21)  0.00
C (-0.04, -2.82, 3.14)  0.00
H (0.39, -3.81, 3.36)  0.00
H (0.29, -2.11, 3.91)  0.00
H (-1.13, -2.87, 3.15)  0.00
C (2.13, -3.18, 1.37)  0.00
H (2.95, -2.56, 1.78)  0.00
H (2.06, -4.11, 1.95)  0.00
H (2.36, -3.41, 0.32)  0.00
C (-3.69, 1.51, -0.52)  0.00
O (-2.78, 1.76, 0.27)  0.00
H (-4.66, 1.98, -0.78)  0.00
F (4.16, 5.04, 4.67)  0.00
C (3.40, 4.25, 3.89)  0.00
C (2.01, 4.28, 4.02)  0.00
F (1.43, 5.09, 4.93)  0.00
C (1.24, 3.47, 3.21)  0.00
F (-0.11, 3.46, 3.34)  0.00
C (1.84, 2.62, 2.26)  0.00
O (1.09, 1.85, 1.50)  -0.01
C (3.24, 2.59, 2.17)  0.00
F (3.83, 1.73, 1.29)  0.00
C (4.02, 3.41, 2.96)  0.00
F (5.36, 3.38, 2.86)  0.00

Properties
- Total charge: +1
- Largest force on an atom: 3.29 eV/A
- E_HOMO (alpha / beta): -10.7 / -10.7 eV
- Relative energy (zero: lowest compared OMol25 entry of this formula, charge and spin): 0.00 kcal per mole
- Multiplicity: 2

***

Below is a structure of composition C26H24Cl44NO4P in a non-equilibrium geometry, with properties calculated with ωB97M-V/def2-TZVPD.

Each line ends with the Mulliken charge.
Cartesian coordinates (Å):
C (-0.85, 1.82, 2.64)  -0.36
C (-0.90, 3.11, 2.04)  -0.11
C (-0.51, 4.31, 0.94)  -0.42
C (-0.77, 3.86, -0.61)  0.69
C (0.64, 3.66, -1.49)  -1.17
C (1.02, 2.04, -1.62)  0.17
C (-0.06, 1.45, -2.72)  -0.76
C (-0.50, -0.12, -2.44)  -0.44
O (-1.11, -0.79, -3.60)  -0.35
C (-1.10, -2.25, -3.30)  0.56
C (-1.53, -2.93, -1.87)  -0.44
O (-0.72, -3.06, -4.30)  -0.50
N (0.93, 1.60, -0.18)  0.81
C (2.22, 1.69, 0.60)  -0.75
O (2.43, 2.12, 1.85)  -0.37
C (3.30, 1.12, -0.54)  0.33
O (2.84, -0.31, -0.62)  -0.06
C (2.63, 1.72, -1.95)  -0.31
P (3.06, 0.33, -3.19)  0.76
C (2.79, 0.86, -5.01)  -0.98
C (4.95, -0.12, -3.05)  -0.66
H (-1.12, 0.83, 3.25)  0.47
H (0.57, 4.75, 1.13)  0.26
H (-1.26, 5.20, 1.20)  0.27
H (-1.47, 2.92, -0.74)  -0.71
H (-1.34, 4.76, -1.13)  0.34
H (0.58, 4.18, -2.54)  0.32
H (1.49, 4.11, -0.79)  0.33
H (-1.08, 2.06, -2.73)  0.29
H (0.34, 1.53, -3.84)  0.19
H (0.39, -0.73, -1.96)  0.33
H (-1.35, -0.06, -1.60)  0.31
H (-2.71, -2.89, -1.69)  0.04
H (-0.98, -2.45, -0.94)  0.23
H (-1.18, -4.07, -1.89)  0.32
H (0.26, 0.83, 0.07)  0.17
H (4.44, 1.32, -0.38)  0.22
H (2.75, -0.60, 0.34)  -0.31
H (3.09, 2.80, -2.17)  0.31
H (3.68, 0.59, -5.74)  0.28
H (1.86, 0.22, -5.41)  0.19
H (2.54, 2.00, -5.15)  0.35
H (5.53, 0.64, -2.38)  0.24
H (4.95, -1.16, -2.47)  0.15
H (5.44, -0.33, -4.09)  0.34
C (3.03, -3.07, 2.30)  0.20
Cl (3.63, -3.50, 0.68)  -0.05
Cl (1.47, -3.88, 2.59)  -0.06
Cl (4.21, -3.60, 3.53)  -0.10
Cl (2.81, -1.31, 2.41)  -0.06
C (-1.61, 2.48, 6.56)  0.03
Cl (-1.01, 2.05, 4.93)  -0.09
Cl (-3.17, 1.67, 6.84)  0.02
Cl (-0.43, 1.95, 7.78)  -0.10
Cl (-1.83, 4.25, 6.66)  -0.09
C (3.00, 3.99, 5.08)  0.17
Cl (2.93, 5.70, 5.55)  -0.12
Cl (3.33, 2.99, 6.51)  -0.11
Cl (1.44, 3.51, 4.37)  0.08
Cl (4.29, 3.75, 3.88)  -0.09
C (-5.52, -4.28, 0.18)  0.26
Cl (-6.42, -3.53, 1.52)  -0.05
Cl (-3.78, -4.22, 0.53)  -0.05
Cl (-6.03, -5.97, -0.01)  -0.09
Cl (-5.86, -3.39, -1.33)  -0.09
C (2.56, -3.73, -6.10)  0.11
Cl (3.63, -4.22, -7.44)  -0.12
Cl (3.39, -2.52, -5.09)  -0.01
Cl (1.06, -3.02, -6.77)  0.03
Cl (2.15, -5.16, -5.12)  -0.09
C (-1.93, -3.21, -9.78)  0.31
Cl (-1.39, -2.59, -8.19)  -0.03
Cl (-0.54, -3.91, -10.64)  -0.10
Cl (-3.17, -4.46, -9.53)  -0.10
Cl (-2.61, -1.87, -10.74)  -0.10
C (-6.26, -1.42, 6.76)  0.25
Cl (-5.90, 0.28, 7.17)  -0.04
Cl (-7.17, -1.48, 5.23)  -0.09
Cl (-4.73, -2.32, 6.57)  -0.05
Cl (-7.23, -2.15, 8.06)  -0.09
C (-4.47, 1.27, -0.77)  0.15
Cl (-5.62, 2.55, -1.20)  -0.11
Cl (-3.67, 0.67, -2.24)  -0.05
Cl (-3.24, 1.93, 0.35)  0.00
Cl (-5.33, -0.07, 0.03)  -0.03
C (7.98, -2.46, -2.55)  0.30
Cl (8.45, -0.81, -2.07)  -0.10
Cl (9.43, -3.49, -2.64)  -0.11
Cl (6.85, -3.13, -1.35)  -0.05
Cl (7.19, -2.41, -4.15)  -0.06
C (-0.07, -4.39, 6.72)  0.29
Cl (-0.14, -2.67, 7.19)  -0.06
Cl (0.26, -5.39, 8.15)  -0.10
Cl (-1.63, -4.87, 6.01)  -0.09
Cl (1.23, -4.62, 5.52)  -0.04
C (-5.54, 5.50, 5.62)  0.21
Cl (-5.75, 3.91, 6.40)  0.01
Cl (-4.82, 6.64, 6.78)  -0.09
Cl (-4.46, 5.33, 4.21)  -0.03
Cl (-7.12, 6.11, 5.08)  -0.11

Properties
- Largest force on an atom: 9.60 eV/A
- E_HOMO: -7.8 eV

***

Below is a structure of composition C26H24Cl4N2O7Rh in a non-equilibrium geometry, with properties calculated with ωB97M-V/def2-TZVPD.

Each line ends with the natural charge from an NBO analysis.
Cartesian coordinates (Å):
Rh (-0.11, 0.20, -0.48)  1.37
C (3.21, -0.49, -0.44)  -0.26
O (1.94, -1.14, -0.43)  -0.55
C (1.89, -2.20, 0.54)  -0.08
C (1.59, -1.71, 1.92)  -0.09
O (0.29, -1.20, 1.87)  -0.55
C (-0.19, -0.72, 3.11)  -0.24
H (3.99, -1.21, -0.68)  0.16
H (3.44, -0.02, 0.52)  0.17
H (3.18, 0.29, -1.20)  0.24
H (2.82, -2.77, 0.53)  0.17
H (1.08, -2.84, 0.22)  0.21
H (2.29, -0.93, 2.23)  0.17
H (1.67, -2.54, 2.64)  0.17
H (-0.34, -1.55, 3.80)  0.15
H (-1.14, -0.23, 2.92)  0.21
H (0.49, 0.01, 3.54)  0.18
Cl (2.17, 5.89, 2.84)  0.00
C (1.93, 4.63, 1.67)  -0.11
C (2.61, 4.69, 0.41)  -0.11
Cl (3.66, 6.02, 0.06)  0.00
C (2.44, 3.69, -0.52)  -0.16
Cl (3.25, 3.67, -2.04)  0.00
C (1.56, 2.60, -0.25)  0.32
O (1.38, 1.64, -1.05)  -0.69
C (0.88, 2.55, 1.00)  0.26
O (0.12, 1.55, 1.21)  -0.68
C (1.10, 3.58, 1.96)  -0.13
Cl (0.27, 3.41, 3.47)  -0.01
C (4.04, -5.83, -2.87)  -0.63
C (2.57, -5.69, -2.51)  -0.02
C (2.04, -6.49, -1.50)  -0.25
C (0.70, -6.37, -1.14)  -0.20
C (-0.12, -5.47, -1.80)  -0.27
C (0.39, -4.69, -2.84)  0.17
N (-0.44, -3.87, -3.61)  -0.61
C (-1.81, -3.70, -3.29)  0.16
C (-2.77, -4.36, -4.05)  -0.25
C (-4.12, -4.23, -3.76)  -0.20
C (-4.53, -3.45, -2.69)  -0.23
C (-3.57, -2.76, -1.95)  -0.17
C (-2.21, -2.86, -2.25)  -0.09
C (-1.32, -1.87, -1.51)  0.75
O (-0.35, -1.35, -2.11)  -0.64
O (-1.67, -1.49, -0.37)  -0.66
C (1.75, -4.78, -3.18)  0.01
C (2.29, -3.89, -4.28)  -0.67
H (4.50, -6.62, -2.28)  0.21
H (4.59, -4.90, -2.67)  0.22
H (4.18, -6.07, -3.92)  0.21
H (2.68, -7.21, -0.98)  0.20
H (0.29, -6.99, -0.35)  0.21
H (-1.17, -5.39, -1.54)  0.22
H (-0.22, -3.85, -4.59)  0.39
H (-2.44, -5.00, -4.86)  0.21
H (-4.86, -4.77, -4.36)  0.21
H (-5.58, -3.34, -2.45)  0.21
H (-3.86, -2.10, -1.14)  0.24
H (1.79, -2.91, -4.25)  0.24
H (2.13, -4.32, -5.28)  0.20
H (3.36, -3.71, -4.17)  0.22
O (-1.78, 3.74, -0.89)  -0.59
C (-1.63, 2.55, -1.01)  0.79
N (-1.53, 1.36, -1.15)  -0.72

Properties
- Total charge: -1
- Largest force on an atom: 4.08 eV/A
- E_HOMO: -4.0 eV
- Relative energy (zero: lowest compared OMol25 entry of this formula, charge and spin): 40.91 kcal per mole

***

Below is a cluster of 3 separate species, C26H24F14N4O2S in total in a non-equilibrium geometry, with properties calculated with ωB97M-V/def2-TZVPD.

Each line ends with the Mulliken charge.
Cartesian coordinates (Å):
N (-1.49, 1.33, -2.71)  -0.57
C (-0.62, 0.94, -1.84)  -0.29
C (0.60, 0.37, -0.86)  1.18
C (2.04, 0.88, -1.45)  0.52
F (3.24, 0.21, -0.82)  -0.39
F (2.27, 2.36, -1.32)  -0.30
C (2.24, 0.59, -3.08)  0.39
F (3.73, 0.72, -3.29)  -0.29
F (1.63, 1.65, -3.94)  -0.23
C (1.86, -0.94, -3.52)  0.63
F (2.70, -1.23, -4.75)  -0.26
F (0.45, -1.14, -3.96)  -0.22
F (2.30, -1.99, -2.53)  -0.20
C (0.33, 0.59, 0.73)  0.65
C (1.52, 1.34, 1.57)  -0.31
N (2.58, 1.99, 2.00)  -0.65
C (0.09, -0.87, 1.50)  -1.37
C (1.36, -1.89, 1.40)  0.03
C (0.70, -3.40, 1.10)  0.18
C (-0.44, -3.88, 2.22)  -0.19
C (-1.22, -5.31, 2.03)  -0.44
C (-0.82, -6.21, 0.70)  -0.30
C (0.33, -5.78, -0.41)  -0.46
C (1.09, -4.34, -0.19)  -0.31
S (-1.26, 1.57, 1.12)  0.90
O (-1.32, 1.58, 2.70)  -0.65
O (-2.56, 0.79, 0.71)  -0.39
C (-1.22, 3.35, 0.60)  0.70
F (-0.90, 4.17, 1.83)  -0.25
F (-0.16, 3.71, -0.39)  -0.22
C (-2.63, 3.96, 0.03)  0.44
F (-2.45, 5.46, 0.01)  -0.28
F (-2.97, 3.59, -1.36)  -0.22
C (-3.95, 3.68, 0.95)  0.64
F (-4.84, 2.66, 0.29)  -0.18
F (-3.68, 3.39, 2.37)  -0.19
F (-4.76, 4.95, 0.92)  -0.26
H (0.58, -0.82, -1.04)  0.31
H (-0.82, -1.40, 0.94)  0.42
H (-0.14, -0.74, 2.65)  0.55
H (2.16, -1.64, 0.59)  0.10
H (1.90, -1.90, 2.46)  0.40
H (-0.68, -3.17, 3.15)  0.21
H (-2.01, -5.61, 2.84)  0.31
H (-1.40, -7.21, 0.54)  0.28
H (0.60, -6.41, -1.36)  0.30
H (1.91, -3.95, -0.93)  0.25
C (6.78, 3.96, 0.67)  -1.27
C (5.82, 3.24, -0.27)  -0.38
C (5.78, 1.73, -0.02)  0.75
C (7.15, 1.13, -0.24)  0.09
N (8.30, 0.63, -0.42)  -0.51
H (7.82, 3.63, 0.53)  0.34
H (6.76, 5.04, 0.47)  0.37
H (6.51, 3.80, 1.72)  0.32
H (6.12, 3.43, -1.31)  0.34
H (4.82, 3.66, -0.14)  0.26
H (5.06, 1.26, -0.70)  -0.61
H (5.45, 1.52, 1.01)  0.31
C (-6.05, -0.20, 0.24)  -0.82
C (-6.74, -1.43, -0.33)  -0.54
C (-6.19, -2.74, 0.25)  -0.39
C (-4.71, -2.87, -0.07)  0.28
N (-3.48, -2.97, -0.33)  -0.50
H (-4.98, -0.19, 0.00)  0.13
H (-6.49, 0.71, -0.18)  0.33
H (-6.16, -0.16, 1.33)  0.31
H (-6.62, -1.43, -1.42)  0.31
H (-7.81, -1.37, -0.12)  0.33
H (-6.73, -3.60, -0.18)  0.32
H (-6.33, -2.77, 1.34)  0.28

Properties
- Structure (SMILES): N#C[C@@H](C(F)(F)C(F)(F)C(F)(F)F)[C@](C#N)(CCc1ccccc1)S(=O)(=O)C(F)(F)C(F)(F)C(F)(F)F.CCCC#N.CCCC#N
- Largest force on an atom: 12.50 eV/A
- E_HOMO: -8.9 eV

***

Below is a structure of composition C26H24F2N3O6STa in a non-equilibrium geometry, with properties calculated with ωB97M-V/def2-TZVPD.

Each line ends with the natural charge from an NBO analysis.
Cartesian coordinates (Å):
Ta (-0.40, -0.08, 0.13)  2.56
F (0.08, 0.44, 5.58)  -0.28
C (-0.36, -0.30, 4.58)  0.46
C (-0.14, 0.13, 3.28)  -0.27
C (-0.58, -0.65, 2.23)  -0.44
C (-1.29, -1.84, 2.46)  -0.11
C (-1.50, -2.23, 3.78)  0.45
F (-2.16, -3.34, 4.07)  -0.29
C (-1.04, -1.47, 4.85)  -0.30
C (-1.74, -2.58, 1.27)  0.26
C (-2.43, -3.79, 1.29)  -0.22
C (-2.77, -4.41, 0.10)  -0.06
C (-2.45, -3.80, -1.11)  -0.24
C (-1.79, -2.60, -1.07)  0.09
N (-1.44, -2.00, 0.08)  -0.61
H (0.37, 1.07, 3.14)  0.25
H (-1.21, -1.80, 5.87)  0.28
H (-2.69, -4.26, 2.22)  0.27
H (-3.30, -5.35, 0.11)  0.26
H (-2.70, -4.25, -2.06)  0.26
H (-1.53, -2.08, -1.99)  0.23
C (-3.70, 6.86, -2.48)  -0.65
C (-3.37, 5.52, -1.89)  0.10
C (-2.69, 5.42, -0.67)  -0.19
C (-2.35, 4.20, -0.14)  -0.16
C (-2.73, 3.05, -0.85)  -0.35
C (-3.41, 3.11, -2.06)  -0.15
C (-3.73, 4.35, -2.57)  -0.20
S (-2.23, 1.52, -0.22)  2.29
O (-3.06, 0.72, 0.64)  -0.82
O (-1.72, 0.58, -1.30)  -0.92
O (-0.92, 1.73, 0.57)  -0.90
H (-3.16, 7.66, -1.98)  0.24
H (-4.77, 7.06, -2.39)  0.26
H (-3.46, 6.88, -3.54)  0.25
H (-2.41, 6.32, -0.14)  0.25
H (-1.81, 4.12, 0.79)  0.25
H (-3.68, 2.20, -2.59)  0.25
H (-4.26, 4.42, -3.51)  0.25
C (2.99, -2.60, -2.78)  -0.62
C (3.79, -2.79, -1.49)  -0.36
C (3.66, -1.62, -0.49)  -0.28
C (4.52, -1.91, 0.77)  -0.37
C (4.50, -0.78, 1.79)  -0.62
C (4.21, -0.36, -1.17)  0.72
O (5.33, -0.27, -1.56)  -0.49
N (3.33, 0.73, -1.36)  -0.63
C (2.04, 0.77, -0.98)  0.81
O (1.21, 1.64, -1.23)  -0.59
N (1.56, -0.30, -0.24)  -0.84
C (2.23, -1.51, -0.07)  0.75
O (1.54, -2.39, 0.39)  -0.54
H (3.13, -3.46, -3.43)  0.25
H (3.32, -1.71, -3.33)  0.21
H (1.92, -2.51, -2.57)  0.18
H (4.85, -2.89, -1.73)  0.25
H (3.47, -3.70, -0.98)  0.23
H (5.54, -2.08, 0.42)  0.25
H (4.16, -2.83, 1.21)  0.23
H (4.88, 0.15, 1.37)  0.21
H (5.14, -1.03, 2.64)  0.25
H (3.49, -0.61, 2.18)  0.19
H (3.70, 1.53, -1.87)  0.46

Properties
- Total charge: +2
- Largest force on an atom: 3.86 eV/A
- E_HOMO: -14.8 eV
- Relative energy (zero: lowest compared OMol25 entry of this formula, charge and spin): 46.76 kcal per mole

***

- Number 5 is which compound?
  C26H24F14N4O2S

***

- Number 4 is which compound?
  C26H24Cl4N2O7Rh

***

- Among the records above, which one has the lowest largest force on an atom?
  C26H24Br4N4O4PdS